Entry from the Open Molecules 2025 dataset: C28H39FFeGeN2O8 as an isolated structure (the ωB97M-V functional and the def2-TZVPD basis).

The geometry in ORCA input format:
```
! wB97M-V def2-TZVPD RIJCOSX def2/J DEFGRID3
* xyz 0 5
Ge -0.67500 -0.53512 -2.51913
Fe 1.30291 -0.25194 0.62978
F -3.67194 -0.63328 5.40575
O -0.16344 0.53597 -1.04785
O 2.51055 0.11686 2.17055
O 3.05441 0.48639 -0.66596
O 3.28148 1.65076 3.61425
O -0.41240 -0.85806 1.71376
O 1.20406 -1.96563 -0.35578
O 1.10184 -4.17915 -0.51522
O -1.79822 2.05048 -1.32135
N 1.09539 1.97381 0.79661
N -1.40956 -4.74619 2.54375
C -1.98852 -3.71431 3.28375
C 2.00928 2.56458 -0.19302
C -3.44410 -2.93736 5.02431
C 0.80099 -3.12300 0.02761
C -0.28978 2.32727 0.51100
C -1.87288 -2.79649 -4.63012
C -0.80974 -7.15733 2.26881
C -2.12832 -6.34794 4.24354
C 2.57622 -2.79485 -5.40562
C -1.64837 -2.39029 2.98144
C 1.27774 -0.73061 -4.65581
C -0.68483 -2.06227 1.92210
C -1.93179 -1.75895 -1.66289
C 2.54683 1.28277 2.71638
C -1.83601 -6.15194 2.76412
C 1.01744 -1.18715 -3.21926
C -0.15561 -3.17714 1.20752
C 2.58385 -1.28078 -5.22838
C -0.82995 1.64154 -0.73195
C -0.55582 -4.43736 1.56140
C -2.89500 -3.98956 4.32808
C -1.88716 -3.22514 -2.11038
C 3.33358 1.83516 -0.26779
C -3.23487 -5.40975 4.68971
C -2.22152 -1.33691 3.70404
C -2.55422 -3.49022 -3.45671
C -3.10749 -1.62825 4.69842
C 1.50035 2.27677 2.17716
H 3.85331 1.84812 0.69147
H -4.17321 -5.69895 4.20606
H -0.91008 1.96785 1.33550
H -3.60200 -3.17645 -3.40674
H 1.01816 -2.27397 -3.12262
H -2.41509 -7.38676 4.40717
H -1.32393 0.45261 -3.49590
H -0.45609 3.40460 0.40924
H -4.13433 -3.11812 5.83871
H -1.94741 -0.31985 3.46641
H 1.30477 0.36296 -4.68772
H 3.49528 -3.14117 -5.87950
H -2.56381 -4.56844 -3.63485
H 3.96704 2.31817 -1.01536
H -0.13855 -5.24848 0.98515
H 1.74004 -3.10593 -6.03728
H 0.45145 -1.02751 -5.31155
H -2.93874 -1.34817 -1.77423
H -2.77048 -6.29026 2.20826
H -1.68040 -1.69021 -0.60207
H -3.40062 -5.48163 5.76500
H -0.80664 -3.03470 -4.66197
H 2.77431 -0.80524 -6.19450
H 3.41122 -0.99157 -4.57279
H -1.13189 -8.15071 2.57951
H 2.18956 3.62430 0.02863
H 3.79800 -0.07903 -0.42778
H 1.80407 -0.82943 -2.55469
H -2.30669 -3.10907 -5.58075
H 1.87901 3.29757 2.28163
H -0.71241 -7.17371 1.18516
H -1.21391 -6.16369 4.81517
H -0.85371 -3.58203 -2.13083
H 2.48506 -3.31491 -4.45112
H 1.53487 2.50348 -1.17411
H 0.62765 2.17720 2.82499
H 0.17106 -6.96400 2.70614
H -2.39354 -3.83122 -1.35155
H -1.97994 -1.70914 -4.58152
*
```

Computed properties:
gap between HOMO and LUMO (alpha / beta) = 8.4 / 7.8 eV
LUMO energy (alpha / beta) = -0.19 / -0.21 eV
energy = -142654.8379 eV
HOMO level (alpha / beta) = -8.632 / -7.974 eV